This record from the Open Molecules 2025 dataset describes the molecule C5H10N4O3. The level of theory is ωB97M-V with the def2-TZVPD basis set.

The value obtained for the LUMO energy is 0.005 Ha. Its HOMO energy is -9.339 eV. The SMILES is CCC(NN=O)(NN=O)C(C)=O. The calculation puts the energy above the lowest of the compared OMol25 structures with the same formula, charge and spin at 323.6 kJ/mol.

Element x y z (Å)
1 C -1.3983 0.5707 -1.6077
2 C -1.2696 0.2903 -0.0577
3 C -0.0015 -0.4073 0.2210
4 N 0.0726 -1.5852 -0.5669
5 N -0.9517 -2.3510 -0.7992
6 O -0.8635 -3.4554 -1.3322
7 N 0.1319 -0.7159 1.6358
8 N 1.3564 -0.6419 2.1626
9 O 1.4473 -0.7527 3.4028
10 C 1.1654 0.4775 -0.3569
11 C 1.3361 1.7875 0.3582
12 O 1.8940 0.0145 -1.2233
13 H -1.0130 -0.2722 -2.1168
14 H -2.4015 0.7150 -1.8060
15 H -0.7369 1.3289 -1.8122
16 H -1.2546 1.2233 0.4415
17 H -2.2249 -0.1986 0.2645
18 H 1.1093 -1.8305 -0.6542
19 H -0.6947 -0.8533 2.3002
20 H 0.3767 2.2664 0.6056
21 H 1.9308 2.5527 -0.2973
22 H 1.9895 1.8371 1.2381

***

This record from the Open Molecules 2025 dataset describes the molecule C2H4NOP. The level of theory is ωB97M-V with the def2-TZVPD basis set.

The value obtained for the LUMO energy is 0.016 Ha. Its HOMO energy is -8.355 eV. The SMILES is [H]/N=C1/CP1O. The calculation puts the energy above the lowest of the compared OMol25 structures with the same formula, charge and spin at 186.4 kJ/mol.

Element x y z (Å)
1 H 0.8917 -2.3306 -0.0448
2 N 1.2192 -1.3708 0.1515
3 C 0.4999 -0.4224 -0.1416
4 C 0.6066 0.9817 -0.4200
5 P -1.2807 0.0662 -0.7453
6 O -1.6248 -0.2814 0.8434
7 H 0.3967 1.7695 0.3066
8 H 1.3142 1.1934 -1.2891
9 H -2.0228 0.3944 1.3394

***

This record from the Open Molecules 2025 dataset describes a structure of composition C24H18Cl4N3O2RuSb. The level of theory is ωB97M-V with the def2-TZVPD basis set.

The value obtained for the LUMO energy (spin up / spin down) is -0.103 / -0.185 Ha. Its HOMO energy (spin up / spin down) is -10.774 / -10.705 eV. As for the spin multiplicity: 2. As for the charge: +1. The calculation puts the energy above the lowest of the compared OMol25 structures with the same formula, charge and spin at 104.0 kJ/mol.

Element x y z (Å)
1 Ru 0.0458 -0.0198 0.0874
2 C -2.3748 0.4563 2.4735
3 C -2.7837 0.6729 1.0493
4 C -3.8957 1.4451 0.7364
5 C -4.3348 1.5303 -0.5687
6 C -3.7146 0.7537 -1.5374
7 C -2.6130 0.0045 -1.1690
8 N -2.1125 0.0232 0.0780
9 Sb -1.8348 -1.5553 -2.3870
10 C -1.1329 -2.6277 -0.6399
11 C -1.4665 -3.9664 -0.5458
12 C -1.0443 -4.7039 0.5523
13 C -0.2986 -4.0740 1.5255
14 C 0.0180 -2.7250 1.3972
15 C 0.8246 -2.0262 2.4432
16 N -0.3972 -2.0261 0.3296
17 C 0.1140 -0.7844 -2.7491
18 C 0.5692 -0.4837 -4.0190
19 C 1.9306 -0.2821 -4.1986
20 C 2.7819 -0.4906 -3.1332
21 C 2.2680 -0.7942 -1.8785
22 C 3.1747 -1.1595 -0.7441
23 N 0.9357 -0.8620 -1.6882
24 H -2.8755 1.1649 3.1298
25 H -1.3017 0.5624 2.6104
26 H -2.6677 -0.5526 2.7732
27 H -4.4115 1.9677 1.5297
28 H -5.1868 2.1488 -0.8198
29 H -4.0909 0.7199 -2.5508
30 H -2.0533 -4.4316 -1.3267
31 H -1.2953 -5.7524 0.6433
32 H 0.0480 -4.6143 2.3951
33 H 1.0924 -2.7152 3.2413
34 H 0.2620 -1.1950 2.8720
35 H 1.7397 -1.6147 2.0138
36 H -0.1184 -0.4246 -4.8518
37 H 2.3261 -0.0230 -5.1721
38 H 3.8536 -0.4290 -3.2603
39 H 4.2044 -0.8929 -0.9730
40 H 3.1275 -2.2402 -0.5914
41 H 2.8904 -0.6644 0.1808
42 Cl 4.0378 5.4730 0.9931
43 C 2.7126 4.4053 1.0246
44 C 1.5306 4.7506 1.7051
45 Cl 1.3988 6.2436 2.5123
46 C 0.4424 3.8690 1.7322
47 Cl -1.0140 4.2650 2.5233
48 C 0.5427 2.6239 1.0912
49 O -0.3904 1.7451 1.0597
50 C 1.7465 2.2723 0.3986
51 O 1.7425 1.1216 -0.1677
52 C 2.8206 3.1745 0.3632
53 Cl 4.2278 2.7369 -0.4933

***

This record from the Open Molecules 2025 dataset describes a cluster of 3 separate species, C16H37ClN3 in total. The level of theory is ωB97M-V with the def2-TZVPD basis set.

The value obtained for the LUMO energy is -0.201 Ha. Its HOMO energy is -9.668 eV. As for the charge: +1.

Element x y z (Å)
1 Cl 0.0383 -4.3884 7.2370
2 C -1.1564 -3.4118 6.1821
3 C -0.9759 -3.8008 4.5655
4 N -1.2058 -2.6899 3.7470
5 C -1.5890 -1.5344 4.6556
6 C -0.6403 -1.8319 5.9970
7 H -2.2694 -3.4947 6.6044
8 H -0.6758 -4.8838 4.1629
9 H -1.1417 -2.6390 2.6951
10 H -2.6889 -1.8117 5.0205
11 H -1.6223 -0.4435 4.2316
12 H -0.7542 -1.1254 6.9239
13 H 0.4678 -1.9495 5.5693
14 C -3.9763 0.8696 2.1877
15 C -2.8701 0.9041 1.1384
16 N -2.7348 -0.3422 0.3810
17 C -1.4988 -0.4117 -0.4073
18 C -1.3275 0.5930 -1.5412
19 C -3.9373 -0.8230 -0.3010
20 C -4.5996 0.1096 -1.3100
21 H -3.8514 0.0207 2.8686
22 H -3.9489 1.7859 2.7880
23 H -4.9703 0.8088 1.7329
24 H -1.9325 1.0948 1.6751
25 H -3.0334 1.7635 0.4787
26 H -1.3835 -1.4248 -0.8129
27 H -0.6521 -0.2910 0.2809
28 H -1.9564 0.3458 -2.3990
29 H -0.2899 0.5752 -1.8931
30 H -1.5457 1.6175 -1.2282
31 H -4.6826 -1.0807 0.4612
32 H -3.7218 -1.7795 -0.7948
33 H -4.6951 1.1329 -0.9383
34 H -5.6112 -0.2497 -1.5304
35 H -4.0583 0.1309 -2.2575
36 C 2.4988 1.1205 -0.8118
37 C 2.9659 0.5208 -2.1339
38 N 2.9563 1.4700 -3.2495
39 C 3.1171 0.8283 -4.5596
40 C 4.4377 0.1204 -4.8414
41 C 3.7214 2.7034 -3.0611
42 C 5.2085 2.5732 -2.7476
43 H 1.5103 1.5817 -0.9121
44 H 2.4248 0.3345 -0.0519
45 H 3.1982 1.8731 -0.4336
46 H 2.2804 -0.3036 -2.3658
47 H 3.9560 0.0738 -1.9908
48 H 2.9371 1.5675 -5.3503
49 H 2.3094 0.0943 -4.6776
50 H 5.2461 0.8310 -5.0261
51 H 4.3402 -0.4911 -5.7455
52 H 4.7352 -0.5479 -4.0290
53 H 3.2538 3.2753 -2.2505
54 H 3.6029 3.3473 -3.9423
55 H 5.4136 1.8181 -1.9845
56 H 5.5866 3.5285 -2.3664
57 H 5.7909 2.3359 -3.6396

***

This record from the Open Molecules 2025 dataset describes a structure of composition C19H30IN2OS2SiW. The level of theory is ωB97M-V with the def2-TZVPD basis set.

The value obtained for the LUMO energy (spin up / spin down) is -0.410 / -0.399 Ha. Its HOMO energy (spin up / spin down) is -17.755 / -17.779 eV. As for the spin multiplicity: 3. As for the charge: +3. The calculation puts the energy above the lowest of the compared OMol25 structures with the same formula, charge and spin at 0.0 kJ/mol.

Element x y z (Å)
1 W 1.0281 1.0590 0.8987
2 C -1.0084 0.8158 6.2063
3 Si -2.2826 -0.0344 5.1639
4 C -3.0605 -1.4546 6.0269
5 C -3.4987 1.1453 4.4224
6 C -1.3358 -0.8086 3.6563
7 C -1.4216 -2.1824 3.3501
8 C -0.7729 -2.7554 2.2616
9 C -0.0097 -1.9555 1.4391
10 N 0.0891 -0.6439 1.7063
11 C -0.5532 -0.1109 2.7709
12 S -0.1655 1.6585 2.7758
13 H -1.4739 1.0893 7.1572
14 H -0.5999 1.7359 5.7844
15 H -0.1838 0.1353 6.4357
16 H -3.5739 -1.0669 6.9120
17 H -2.3340 -2.1907 6.3799
18 H -3.8137 -1.9691 5.4259
19 H -3.9759 1.7408 5.2043
20 H -4.2833 0.5870 3.9061
21 H -3.0579 1.8470 3.7097
22 H -2.0179 -2.8206 3.9921
23 H -0.8603 -3.8114 2.0466
24 H 0.5110 -2.3303 0.5686
25 C -1.4787 5.0695 -3.3063
26 C -1.2380 3.6290 -3.7410
27 C -0.1892 2.9073 -2.8893
28 S -0.7958 2.8169 -1.1931
29 O -0.1783 1.4629 -0.6050
30 C 0.0783 4.0879 -0.2689
31 C 1.5380 3.8207 0.0999
32 C 2.6011 4.0367 -0.9684
33 H -2.1748 5.5607 -3.9831
34 H -0.5536 5.6518 -3.3122
35 H -1.9315 5.1394 -2.3099
36 H -0.8644 3.5958 -4.7654
37 H -2.1662 3.0547 -3.7286
38 H 0.7717 3.4186 -2.8869
39 H -0.0600 1.8601 -3.1715
40 H -0.5390 4.2416 0.6169
41 H 0.0076 4.9942 -0.8769
42 H 1.7109 2.7750 0.4903
43 H 1.7509 4.4173 0.9876
44 H 2.5579 3.2952 -1.7650
45 H 3.5948 4.0029 -0.5247
46 H 2.4724 5.0263 -1.4092
47 I 2.8725 -0.3028 -0.9612
48 C 3.6257 -0.3183 0.9886
49 C 4.7923 -0.9380 1.3511
50 C 5.1740 -0.8177 2.6874
51 C 4.3871 -0.0915 3.5696
52 C 3.2276 0.5000 3.1151
53 N 2.8445 0.3836 1.8229
54 H 5.3881 -1.4879 0.6359
55 H 6.0878 -1.2894 3.0274
56 H 4.6668 0.0228 4.6078
57 H 2.5801 1.0750 3.7605

***

This record from the Open Molecules 2025 dataset describes the ion C9H14N6PS2 with charge +1. The level of theory is ωB97M-V with the def2-TZVPD basis set.

The value obtained for the LUMO energy is -0.171 Ha. Its HOMO energy is -10.980 eV. The SMILES is N=[PH2][n+]1nc[nH]c1CCCSC(=S)n1ccnc1. As for the charge: +1. The calculation puts the energy above the lowest of the compared OMol25 structures with the same formula, charge and spin at 884.0 kJ/mol.

Element x y z (Å)
1 N -0.3382 2.9063 -1.0860
2 P -1.3591 2.9281 0.1723
3 N -2.4453 1.5025 0.2480
4 N -3.8071 1.3912 -0.0197
5 C -4.2760 -0.0287 0.2133
6 N -3.0982 -0.8677 0.6733
7 C -1.9396 0.1045 0.6610
8 C -0.3424 -0.0617 0.9896
9 C 0.0890 -1.4996 1.6476
10 C -0.2010 -2.8093 0.7056
11 S 1.1292 -3.1958 -0.5549
12 C 2.5597 -1.9894 -0.4796
13 S 4.0060 -2.5407 0.2939
14 N 2.5982 -0.5910 -1.0551
15 C 2.2579 -0.1041 -2.4786
16 C 2.5337 1.5297 -2.4973
17 N 3.0338 1.9037 -1.1113
18 C 3.0482 0.6380 -0.2788
19 H 0.6234 2.8884 -0.6307
20 H -2.1955 4.1294 0.2297
21 H -0.5649 2.9385 1.3994
22 H -5.3180 -0.5495 0.0990
23 H -3.0382 -1.8729 0.9455
24 H 0.2340 0.0391 -0.0342
25 H 0.0219 0.8450 1.6739
26 H -0.5220 -1.5930 2.6691
27 H 1.2291 -1.4045 1.9782
28 H -1.2308 -2.7680 0.1180
29 H -0.2964 -3.7465 1.4376
30 H 1.8723 -0.8149 -3.3432
31 H 2.3815 2.2055 -3.4461
32 H 3.3548 0.4873 0.8604

***

This record from the Open Molecules 2025 dataset describes a cluster of 4 separate species, C4H12N4O in total. The level of theory is ωB97M-V with the def2-TZVPD basis set.

The value obtained for the LUMO energy is -0.002 Ha. Its HOMO energy is -8.609 eV. The calculation puts the energy above the lowest of the compared OMol25 structures with the same formula, charge and spin at 302.9 kJ/mol.

Element x y z (Å)
1 C -2.5216 -0.6899 -0.3103
2 C -2.4408 -0.0475 1.0235
3 N -2.0723 -0.0746 -1.3819
4 H -2.1882 -0.5393 -2.2723
5 H -1.1425 0.3747 -1.2752
6 H -3.2262 -1.4994 -0.4723
7 H -1.1169 -1.8944 0.0472
8 H -1.4505 0.3946 1.1908
9 H -2.6606 -0.7660 1.8107
10 H -3.1919 0.7504 1.0574
11 C 1.1738 0.3517 0.1816
12 C 2.6773 0.6919 0.0426
13 N 0.5834 -0.3440 -0.7937
14 N 3.2702 0.8672 1.2586
15 N 3.3374 0.8048 -1.0481
16 O 0.5875 0.7614 1.1971
17 H 1.2373 -0.7082 -1.4780
18 H -0.4244 -1.4288 -0.2174
19 H 4.1797 1.2996 1.2648
20 H 2.6476 1.0518 2.0300
21 H 2.7415 0.6439 -1.8549

***

This record from the Open Molecules 2025 dataset describes the molecule C5H4OS3. The level of theory is ωB97M-V with the def2-TZVPD basis set.

The value obtained for the LUMO energy is -0.017 Ha. Its HOMO energy is -8.663 eV. The SMILES is O=C(S)Sc1cccs1. The calculation puts the energy above the lowest of the compared OMol25 structures with the same formula, charge and spin at 0.0 kJ/mol.

Element x y z (Å)
1 O -3.6087 0.0105 1.2822
2 C -2.7038 0.5608 1.7738
3 S -2.5554 1.3154 3.2961
4 S -0.7646 0.3801 1.2735
5 C 0.3343 -0.2278 -0.0691
6 C 1.0080 0.6108 -0.9469
7 C 1.7489 -0.1456 -1.9073
8 C 1.6053 -1.5275 -1.7867
9 S 0.4562 -1.8770 -0.5471
10 H -1.0728 1.4826 3.2542
11 H 0.9794 1.6470 -0.7808
12 H 2.4659 0.1351 -2.6325
13 H 2.1073 -2.3643 -2.2094